Arrangement a

Computed, not measured: one molecule with the formula C4H4ClN3, with ωB97M-V/def2-TZVPD.

Cartesian coordinates (Å):
Cl  2.97  -0.88  -0.01
N  -2.18  -1.05  -0.10
N  1.53  1.75  -0.08
N  -0.63  0.68  0.15
C  -1.02  -0.63  0.04
C  0.78  0.76  0.12
C  1.30  -0.59  0.06
C  0.22  -1.41  0.02
H  -2.85  -0.30  -0.06
H  0.15  -2.48  0.10
H  0.97  2.61  -0.13
H  -1.22  1.53  -0.11

Calculated values
HOMO energy = -9.482 eV
SMILES = [H]/N=C1C=C(Cl)/C(=N/[H])N/1
HOMO-LUMO gap = 9.2 eV
M = 129.55 g mol⁻¹

---

Arrangement b

Computed, not measured: one molecule with the formula C4H4ClN3, with ωB97M-V/def2-TZVPD.

Cartesian coordinates (Å):
Cl  -0.57  2.75  1.26
N  -1.84  -0.09  1.53
N  1.63  -0.86  -1.62
N  -0.23  -0.91  -0.07
C  0.83  -0.34  -0.80
C  -0.87  0.02  0.74
C  -0.13  1.30  0.48
C  0.84  1.10  -0.41
H  1.47  -1.85  -1.75
H  -0.51  -1.88  -0.12
H  1.56  1.82  -0.81
H  -2.18  -1.06  1.57

Calculated values
HOMO energy = -9.586 eV
SMILES = [H]/N=C1C=C(Cl)/C(=N/[H])N/1
HOMO-LUMO gap = 9.5 eV
M = 129.55 g mol⁻¹

---

The structure with the greatest stability is arrangement b.

---

Arrangement a

Computed, not measured: one molecule with the formula C3H4O2, with ωB97M-V/def2-TZVPD.

Cartesian coordinates (Å):
O  -0.16  -1.14  0.09
O  1.36  1.40  -1.88
C  0.68  -0.69  -0.73
C  1.23  0.56  -1.02
C  -1.10  -0.30  0.79
H  2.00  0.51  -0.16
H  -1.01  -0.53  1.85
H  -2.10  -0.56  0.44
H  -0.90  0.76  0.61

Calculated values
spin multiplicity = 3
HOMO energy (spin up / spin down) = -6.822 / -10.068 eV
HOMO-LUMO gap (spin up / spin down) = 7.5 / 8.5 eV
M = 72.06 g mol⁻¹

---

Arrangement b

Computed, not measured: one molecule with the formula C3H4O2, with ωB97M-V/def2-TZVPD.

Cartesian coordinates (Å):
O  1.39  0.84  0.98
O  -1.79  1.33  0.95
C  -0.94  0.51  1.01
C  0.49  0.35  0.36
C  0.51  -0.43  -0.93
H  -0.34  -0.25  -1.65
H  0.34  -1.54  -0.76
H  1.38  -0.42  -1.53
H  -1.03  -0.39  1.59

Calculated values
spin multiplicity = 3
HOMO energy (spin up / spin down) = -6.242 / -10.997 eV
HOMO-LUMO gap (spin up / spin down) = 6.7 / 8.6 eV
M = 72.06 g mol⁻¹

---

Arrangement c

Computed, not measured: one molecule with the formula C3H4O2, with ωB97M-V/def2-TZVPD.

Cartesian coordinates (Å):
O  -2.23  -0.36  -0.63
O  0.17  0.06  -1.03
C  -1.56  -0.03  0.78
C  -0.96  -0.04  -0.40
C  1.23  0.27  -0.20
H  1.23  -0.25  0.79
H  1.35  1.30  -0.14
H  2.16  -0.18  -0.73
H  -1.38  -0.77  1.55

Calculated values
spin multiplicity = 3
HOMO energy (spin up / spin down) = -5.184 / -11.429 eV
HOMO-LUMO gap (spin up / spin down) = 6.1 / 10.3 eV
M = 72.06 g mol⁻¹

---

The structure with the greatest stability is arrangement b.

---

Arrangement a

Computed, not measured: one molecule with the formula C2H2N2O, with ωB97M-V/def2-TZVPD.

Cartesian coordinates (Å):
O  1.25  1.22  -0.03
N  0.07  -0.80  0.03
N  -1.13  1.19  -0.05
C  -1.18  -0.05  -0.01
C  1.13  -0.01  0.01
H  -2.05  -0.74  0.01
H  1.97  -0.73  0.05

Calculated values
HOMO energy (spin up / spin down) = -10.474 / -10.472 eV
HOMO-LUMO gap (spin up / spin down) = 7.7 / 7.6 eV
M = 70.05 g mol⁻¹

---

Arrangement b

Computed, not measured: a 2-piece molecular cluster, C2H2N2O overall, with ωB97M-V/def2-TZVPD.

Cartesian coordinates (Å):
O  -1.99  -0.19  -0.54
N  -1.36  0.69  0.26
N  1.13  0.33  -0.60
C  1.83  -0.32  0.03
C  -0.61  1.30  0.87
H  2.32  -1.02  0.58
H  -1.34  -0.80  -0.61

Calculated values
HOMO energy = -10.989 eV
HOMO-LUMO gap = 11.6 eV
M = 70.05 g mol⁻¹

---

Arrangement c

Computed, not measured: a 2-piece molecular cluster, C2H2N2O overall, with ωB97M-V/def2-TZVPD.

Cartesian coordinates (Å):
O  -3.45  2.63  1.46
N  -1.20  2.36  1.22
N  -2.30  2.44  1.26
C  0.71  -0.37  -0.52
C  -0.25  -0.32  0.20
H  1.39  -0.37  -1.31
H  -1.02  -0.55  0.86

Calculated values
HOMO energy = -10.698 eV
SMILES = N#[N+][O-].C#C
HOMO-LUMO gap = 11.7 eV
M = 70.05 g mol⁻¹

---

Arrangement d

Computed, not measured: a 2-piece molecular cluster, C2H2N2O overall, with ωB97M-V/def2-TZVPD.

Cartesian coordinates (Å):
O  -0.86  -1.93  -0.59
N  -0.74  1.83  1.17
N  -0.43  0.74  0.70
C  0.12  -1.23  -0.66
C  0.29  -0.08  0.19
H  0.63  2.11  0.48
H  0.98  -1.44  -1.30

Calculated values
HOMO energy = -9.421 eV
HOMO-LUMO gap = 7.5 eV
M = 70.05 g mol⁻¹

---

The structure with the greatest stability is arrangement a.

---

Arrangement a

Computed, not measured: one molecule with the formula C2H2N2O, with ωB97M-V/def2-TZVPD.

Cartesian coordinates (Å):
O  -0.29  -1.60  -0.05
N  -1.32  -0.67  0.00
N  0.95  -1.00  -0.05
C  -0.72  0.50  -0.13
C  0.69  0.31  -0.07
H  1.76  0.85  0.17
H  -1.07  1.62  0.13

Calculated values
HOMO energy = -11.345 eV
SMILES = c1cnon1
HOMO-LUMO gap = 11.7 eV
M = 70.05 g mol⁻¹

---

Arrangement b

Computed, not measured: a 3-piece molecular cluster, C2H2N2O overall, with ωB97M-V/def2-TZVPD.

Cartesian coordinates (Å):
O  2.00  0.91  0.05
N  -1.16  -0.05  -0.60
N  -0.85  -2.24  -1.58
C  1.03  0.33  0.09
C  -1.00  -1.15  -1.14
H  0.13  0.89  1.33
H  -0.15  1.30  1.86

Calculated values
HOMO energy (spin up / spin down) = -10.844 / -11.017 eV
HOMO-LUMO gap (spin up / spin down) = 7.9 / 8.0 eV
M = 70.05 g mol⁻¹

---

Arrangement c

Computed, not measured: a 2-piece molecular cluster, C2H2N2O overall, with ωB97M-V/def2-TZVPD.

Cartesian coordinates (Å):
O  -2.55  0.50  -0.01
N  0.51  0.19  0.00
N  0.85  1.37  0.07
C  0.38  -0.99  0.10
C  -2.56  -0.62  -0.02
H  0.12  1.96  -0.02
H  -0.10  -1.78  -0.25

Calculated values
HOMO energy = -8.829 eV
HOMO-LUMO gap = 9.5 eV
M = 70.05 g mol⁻¹

---

Arrangement d

Computed, not measured: one molecule with the formula C2H2N2O, with ωB97M-V/def2-TZVPD.

Cartesian coordinates (Å):
O  0.75  1.31  -0.05
N  -2.10  -0.10  -0.10
N  1.23  -0.90  -0.06
C  -0.89  -0.25  0.10
C  0.43  0.12  0.18
H  0.65  -1.82  0.11
H  2.20  -0.90  -0.31

Calculated values
HOMO energy = -10.852 eV
SMILES = N#CC(N)=O
HOMO-LUMO gap = 10.6 eV
M = 70.05 g mol⁻¹

---

The structure with the greatest stability is arrangement d.

---

Arrangement a

Computed, not measured: one molecule with the formula C2H2N2O, with ωB97M-V/def2-TZVPD.

Cartesian coordinates (Å):
O  -0.46  1.13  -0.47
N  -0.85  0.59  0.79
N  2.46  -0.34  0.16
C  -0.13  -0.20  -0.31
C  1.32  -0.42  -0.05
H  -0.53  -1.07  -0.78
H  -1.80  0.31  0.66

Calculated values
HOMO energy = -11.166 eV
SMILES = N#C[C@H]1NO1
HOMO-LUMO gap = 11.8 eV
M = 70.05 g mol⁻¹

---

Arrangement b

Computed, not measured: one molecule with the formula C2H2N2O, with ωB97M-V/def2-TZVPD.

Cartesian coordinates (Å):
O  0.53  -0.60  1.05
N  1.15  -0.51  -0.10
N  -0.85  0.56  -0.47
C  0.42  0.12  -0.95
C  -0.90  0.18  0.71
H  -1.09  -0.06  1.71
H  0.74  0.31  -1.95

Calculated values
HOMO energy = -10.411 eV
SMILES = c1ncon1
HOMO-LUMO gap = 11.3 eV
M = 70.05 g mol⁻¹

---

Arrangement c

Computed, not measured: C2H2N2O as an isolated structure, with ωB97M-V/def2-TZVPD.

Cartesian coordinates (Å):
O  -0.47  1.13  -0.20
N  0.47  0.12  -0.82
N  2.59  -0.48  0.28
C  1.64  -0.07  -0.21
C  -1.19  0.02  0.19
H  -2.04  -0.28  -0.45
H  -0.99  -0.45  1.20

Calculated values
HOMO energy (spin up / spin down) = -10.183 / -10.185 eV
HOMO-LUMO gap (spin up / spin down) = 8.6 / 8.6 eV
M = 70.05 g mol⁻¹

---

The structure with the greatest stability is arrangement b.